Entry 1:
DFT (ωB97M-V with the def2-TZVPD basis set) results for one molecule with the formula C13H13NO in a non-equilibrium geometry.

Computed properties:
energy relative to the best compared isomer or geometry (same formula, charge and spin)	8.903	eV
gap between HOMO and LUMO (spin up / spin down)	7.59 / 7.59	eV
maximum force	0.0878	Eh/bohr

Cartesian coordinates (Å):
C -1.13 -2.13 -3.59
C -1.41 -2.77 -2.38
C -0.88 -0.74 -3.62
C -1.37 -2.14 -1.18
C -0.86 -0.03 -2.45
C -1.14 -0.69 -1.22
C -1.17 0.15 -0.09
C 2.19 -0.09 1.11
C 1.23 -0.97 1.95
C 0.55 2.33 3.08
C 0.99 2.77 1.66
C 0.71 0.26 1.35
C 0.17 1.51 1.87
N -1.73 1.12 0.37
O -1.27 1.76 1.47
H -1.40 -2.61 -4.60
H -1.83 -3.86 -2.42
H -0.76 -0.24 -4.55
H -1.59 -2.61 -0.29
H -0.67 0.96 -2.35
H 3.05 0.46 1.60
H 2.39 -0.57 0.21
H 1.08 -1.85 1.35
H 1.17 -1.04 3.06
H 1.27 1.86 3.80
H -0.18 3.03 3.40
H 0.68 3.60 1.09
H 1.94 2.55 1.39


Entry 2:
DFT (ωB97M-V with the def2-TZVPD basis set) results for a 2-piece molecular cluster, C5H7NO overall in a non-equilibrium geometry.

Computed properties:
energy relative to the best compared isomer or geometry (same formula, charge and spin)	4.294	eV
gap between HOMO and LUMO (spin up / spin down)	3.83 / 5.09	eV
maximum force	0.0785	Eh/bohr
2S+1	3

Cartesian coordinates (Å):
C -2.42 0.19 -0.29
C -1.76 1.16 0.25
C 1.92 -1.01 -0.02
C 0.30 -1.05 0.27
C 1.06 0.07 -0.27
N 0.94 1.32 -0.53
O -3.18 -0.67 -0.61
H -1.25 1.96 -0.25
H -1.68 1.33 1.28
H 2.60 -1.01 0.80
H 2.13 -1.70 -0.92
H -0.48 -1.47 -0.33
H -0.02 -0.82 1.36
H 1.85 1.69 -0.74


Entry 3:
DFT (ωB97M-V with the def2-TZVPD basis set) results for a 2-piece molecular cluster, C28H23N3O4 overall in a non-equilibrium geometry.

Computed properties:
gap between HOMO and LUMO	3.79	eV
maximum force	0.0514	Eh/bohr

Cartesian coordinates (Å):
C -0.68 2.95 2.13
N 0.48 3.23 2.78
O 0.93 4.43 2.82
O 1.09 2.31 3.39
C -1.37 1.70 2.25
C -0.82 0.59 2.96
C -1.46 -0.64 2.99
C -2.74 -0.79 2.38
N -3.43 -2.02 2.47
O -4.58 -2.08 1.97
O -2.88 -2.99 3.05
C -3.35 0.31 1.74
C -2.69 1.53 1.70
H -1.22 3.80 1.74
H 0.12 0.73 3.48
H -1.00 -1.48 3.48
H -4.33 0.19 1.29
H -3.18 2.40 1.23
C 4.02 8.82 0.92
N 3.82 7.97 -0.25
C 4.62 8.40 -1.39
C 3.31 6.68 -0.15
C 1.92 6.45 -0.34
C 1.43 5.16 -0.33
C 2.26 4.05 -0.10
C 1.79 2.71 -0.33
C 2.43 1.52 0.20
C 2.07 0.41 -0.64
C 2.68 -0.83 -0.49
C 3.63 -0.98 0.51
C 3.98 0.10 1.34
C 3.40 1.36 1.18
C 1.10 0.88 -1.62
C 0.88 2.29 -1.40
C 0.12 3.00 -2.32
C -0.53 2.29 -3.35
C -0.34 0.91 -3.53
C 0.51 0.20 -2.67
C 3.64 4.31 0.15
C 4.15 5.59 0.12
H 3.51 8.42 1.80
H 5.10 8.92 1.15
H 3.64 9.83 0.72
H 4.51 7.70 -2.23
H 4.29 9.39 -1.73
H 5.69 8.47 -1.12
H 1.26 7.30 -0.49
H 0.36 4.99 -0.50
H 2.38 -1.65 -1.14
H 4.10 -1.94 0.66
H 4.72 -0.04 2.13
H 3.69 2.21 1.81
H 0.04 4.09 -2.27
H -1.20 2.82 -4.02
H -0.84 0.38 -4.33
H 0.69 -0.86 -2.79
H 4.32 3.47 0.31
H 5.21 5.78 0.32


Entry 4:
DFT (ωB97M-V with the def2-TZVPD basis set) results for one molecule with the formula C5H7NO in a non-equilibrium geometry.

Computed properties:
SMILES	C[C@H](C#N)CC=O
energy relative to the best compared isomer or geometry (same formula, charge and spin)	0.771	eV
gap between HOMO and LUMO	11.26	eV
maximum force	0.0206	Eh/bohr

Cartesian coordinates (Å):
C -1.18 -1.10 0.37
C -0.54 0.26 0.11
C 0.86 0.16 -0.53
C 1.99 0.38 0.45
O 1.85 0.51 1.65
C -1.42 1.10 -0.72
N -2.10 1.77 -1.37
H -2.14 -0.99 0.88
H -0.52 -1.71 1.00
H -1.35 -1.63 -0.57
H -0.42 0.77 1.07
H 1.02 -0.82 -0.99
H 0.99 0.89 -1.34
H 2.99 0.42 -0.02


Entry 5:
DFT (ωB97M-V with the def2-TZVPD basis set) results for C13H12F5IrN4O3S as an isolated structure.

Computed properties:
gap between HOMO and LUMO (spin up / spin down)	8.68 / 5.90	eV
net charge	+1
maximum force	0.0101	Eh/bohr
2S+1	6

Cartesian coordinates (Å):
Ir -0.85 0.75 -0.23
N -2.67 2.12 -0.97
C -3.91 1.34 -1.08
C -3.96 0.28 0.00
O -4.99 -0.07 0.51
N -2.71 -0.28 0.27
C -2.61 -1.22 1.26
C -1.52 -0.58 2.40
O -1.73 -0.96 3.50
O -0.62 0.14 1.86
H -2.77 2.84 -0.26
H -2.46 2.59 -1.85
H -3.91 0.83 -2.04
H -4.81 1.95 -1.02
H -1.98 -2.08 1.00
H -3.54 -1.50 1.75
F 5.96 2.88 -0.02
C 4.65 2.86 -0.01
C 3.98 1.65 0.13
F 4.68 0.53 0.24
C 2.61 1.63 0.13
F 2.01 0.44 0.27
C 1.85 2.81 0.02
S 0.15 2.89 0.11
C 2.57 4.02 -0.11
F 1.91 5.17 -0.22
C 3.94 4.05 -0.13
F 4.60 5.20 -0.25
C 1.87 -3.63 -0.19
N 0.44 -3.38 -0.45
C -0.48 -4.52 -0.58
C 0.05 -2.19 -0.79
N -0.27 -1.11 -1.10
H 1.94 -4.33 0.64
H 2.35 -2.70 0.10
H 2.35 -4.04 -1.07
H -0.33 -5.17 0.29
H -0.27 -5.07 -1.49
H -1.50 -4.16 -0.59


Entry 6:
DFT (ωB97M-V with the def2-TZVPD basis set) results for a 2-piece molecular cluster, C4H8Se overall in a non-equilibrium geometry.

Computed properties:
energy relative to the best compared isomer or geometry (same formula, charge and spin)	5.418	eV
gap between HOMO and LUMO (spin up / spin down)	7.72 / 7.76	eV
maximum force	0.0785	Eh/bohr

Cartesian coordinates (Å):
C 0.05 -2.11 -0.90
C 0.28 0.73 0.27
C 0.12 0.56 1.64
C 0.17 1.44 -0.81
Se 0.35 -1.27 -2.44
H -0.81 -2.62 -0.98
H 0.79 -2.59 -0.38
H -1.01 0.94 2.00
H 0.85 1.21 2.18
H 0.39 -0.45 1.97
H -0.38 2.38 -0.94
H 0.59 1.02 -1.74
H -1.02 -1.20 -2.94